one | Molecular formula: C4H12
Method: DFT, wB97M-V/def2-TZVPD

Geometry (Å):
C  -0.97276  -2.29870  -0.95492
C  0.37039  -2.07138  -0.18564
H  -1.05656  -3.39459  -0.93441
H  -1.86351  -1.76534  -0.65188
H  -0.81626  -1.90054  -2.01472
H  1.12540  -2.79374  -0.43357
H  0.11027  -2.23671  0.86384
H  0.64581  -0.95691  -0.35316
C  -0.26023  1.80152  1.03360
C  0.82842  2.52470  0.13870
H  -0.54604  1.00652  0.38355
H  0.10406  1.57566  2.05228
H  -1.03745  2.52662  1.33392
H  1.68037  1.76112  -0.17793
H  1.39944  3.41476  0.54595
H  0.45953  3.02633  -0.80429

Output
LUMO energy (alpha / beta) = 4.3 / 4.5 eV
multiplicity = 2
expectation value of S² = 0.750
orbital gap (alpha / beta) = 2.76 / 12.27 eV
total charge = -1

***

two | Molecular formula: C4H12
Method: DFT, wB97M-V/def2-TZVPD

Geometry (Å):
C  1.27852  1.55098  -0.24844
C  1.92223  0.51205  0.59203
H  1.42009  1.43991  -1.33219
H  0.23640  1.66966  -0.20202
H  1.60662  2.43258  0.08329
H  1.25788  -0.36793  0.87800
H  2.89926  0.18547  0.10072
H  2.17167  0.90504  1.65087
C  -1.25837  -0.35711  -0.18406
C  -1.91964  -1.72753  -0.19433
H  -2.08830  0.29652  0.22370
H  -0.31537  -0.29212  0.61346
H  -0.83940  -0.07110  -1.12437
H  -1.65208  -2.10368  -1.21694
H  -2.99288  -1.52014  -0.12846
H  -1.84036  -2.44452  0.66278

Output
LUMO energy (alpha / beta) = 4.4 / 4.5 eV
multiplicity = 2
expectation value of S² = 0.750
orbital gap (alpha / beta) = 2.87 / 11.17 eV
total charge = -1

***

Which one sits at the top of the stability order? one does.

***

one | Molecular formula: C3H6NO
Method: DFT, wB97M-V/def2-TZVPD

Geometry (Å):
O  -1.94424  0.24479  -0.70466
C  -1.36407  -0.69953  0.01896
C  0.05095  -0.52029  0.44873
C  1.12345  -0.13106  -0.57707
N  0.41558  0.89608  0.18223
H  -2.10451  -1.40201  0.23463
H  0.47420  -0.85121  1.42128
H  2.18315  -0.41813  -0.16598
H  0.83386  -0.09714  -1.67360
H  0.78474  1.52467  0.90726
H  -0.45312  1.45383  -0.09179

Output
LUMO energy = -5.0 eV
multiplicity = 1
structure (SMILES) = O=C[C@H]1C[NH2+]1
orbital gap = 10.64 eV
total charge = +1

***

two | Molecular formula: C3H6NO
Method: DFT, wB97M-V/def2-TZVPD

Geometry (Å):
C  0.82536  -1.30946  0.89079
C  1.66801  -0.45483  0.03809
C  0.62660  0.20750  1.14606
N  -0.89116  1.16271  -0.38528
O  1.92252  0.52879  0.97786
H  0.00718  -1.89901  0.67123
H  1.27690  -1.56788  1.82411
H  1.77799  -0.33530  -0.98090
H  -0.93189  2.18665  -0.12804
H  -1.82376  0.90064  0.05082
H  -0.94912  1.17922  -1.31854

Output
LUMO energy = -6.4 eV
multiplicity = 1
orbital gap = 8.69 eV
total charge = +1

***

Which one sits at the top of the stability order? one does.

***

one | Molecular formula: C6H24FN12O6Ti
Method: DFT, wB97M-V/def2-TZVPD

Geometry (Å):
Ti  -0.28952  4.00265  -16.65398
F  0.67885  5.25453  -14.89306
C  4.17171  6.24529  -14.06247
O  5.20550  6.82240  -13.98358
N  3.14774  6.64028  -13.41879
N  3.83816  5.38110  -14.95349
H  2.22145  6.23902  -13.45164
H  3.29402  7.32010  -12.68629
H  2.84356  5.27156  -15.09087
H  4.50667  4.98247  -15.59714
C  1.24888  1.74878  -15.08688
O  0.18001  1.93537  -15.68650
N  1.95540  2.76039  -14.64621
N  1.84357  0.60522  -15.06192
H  1.57394  3.69432  -14.69485
H  2.75535  2.60924  -14.04844
H  2.71390  0.57157  -14.55056
H  1.51942  -0.17390  -15.61690
C  0.09267  9.52699  -13.22750
O  0.45039  10.60569  -12.87157
N  -0.84010  8.81732  -12.71705
N  0.73355  8.68007  -13.93526
H  -0.87756  7.80829  -12.69340
H  -1.45455  9.43075  -12.20105
H  0.52639  7.74369  -13.61845
H  1.62778  8.98060  -14.29598
C  -0.42379  5.10282  -11.67790
O  -1.38412  5.71455  -12.09458
N  0.37267  4.30846  -12.30679
N  0.04745  5.16420  -10.43424
H  1.21395  4.10280  -11.78713
H  0.28446  4.32617  -13.31278
H  0.75975  4.47865  -10.22749
H  -0.36219  5.81332  -9.77778
C  -2.10344  6.69156  -16.85590
O  -1.82854  5.60983  -17.32155
N  -2.49840  7.80346  -17.43834
N  -1.81962  7.04146  -15.60981
H  -2.87204  8.57375  -16.90248
H  -2.63676  7.83280  -18.43838
H  -1.74316  8.02097  -15.37568
H  -1.25123  6.34820  -15.14462
C  1.39131  6.39094  -18.07806
O  1.01416  5.22167  -18.23484
N  1.88116  6.91411  -17.02213
N  1.49542  7.20417  -19.02766
H  2.05346  7.90293  -17.13465
H  1.60646  6.56972  -16.11327
H  2.09254  8.01867  -19.01571
H  0.96426  6.89071  -19.82747

Output
LUMO energy (alpha / beta) = 0.2 / 0.2 eV
multiplicity = 4
expectation value of S² = 3.751
orbital gap (alpha / beta) = 4.43 / 9.69 eV

***

two | Molecular formula: C6H24FN12O6Ti
Method: DFT, wB97M-V/def2-TZVPD

Geometry (Å):
Ti  -2.68570  1.92493  0.31289
F  -0.56082  0.91240  0.13734
C  3.98829  -0.81471  0.61314
O  4.97609  -0.45326  1.21902
N  3.83305  -2.07188  0.10909
N  2.88157  -0.02962  0.45227
H  3.25217  -2.27068  -0.68789
H  4.62703  -2.68669  0.17078
H  2.01029  -0.45286  0.19304
H  2.98520  0.96919  0.56363
C  -1.58606  1.14625  3.40039
O  -2.03376  2.15634  2.89617
N  -2.17348  0.45460  4.43112
N  -0.53869  0.44804  2.84149
H  -3.15303  0.67046  4.52626
H  -1.93176  -0.51795  4.50948
H  0.07160  -0.09095  3.43271
H  -0.19684  0.75046  1.93400
C  0.50548  0.68631  -4.05831
O  -0.24273  1.63938  -4.01018
N  0.99039  0.06130  -2.92584
N  0.86169  0.02743  -5.18768
H  0.78938  0.50904  -2.04824
H  1.66049  -0.67543  -3.04173
H  1.63367  -0.61150  -5.20869
H  0.33045  0.17273  -6.02481
C  2.11719  3.27335  -0.68485
O  2.92466  3.97286  -1.27096
N  2.19488  2.99756  0.66886
N  0.96109  2.80772  -1.24574
H  2.98792  3.35702  1.16434
H  1.41646  2.46645  1.01529
H  0.75975  3.00235  -2.20933
H  0.40894  2.21852  -0.63141
C  -0.10665  -2.49844  -0.67581
O  0.24087  -3.58069  -1.11388
N  0.29949  -2.05662  0.55526
N  -0.90051  -1.60201  -1.31975
H  1.03091  -2.59059  0.99479
H  0.17768  -1.10207  0.84194
H  -0.89434  -1.70650  -2.31895
H  -0.88152  -0.66742  -0.93083
C  -4.12972  -0.87014  0.83843
O  -4.12503  0.25335  0.31832
N  -5.27041  -1.53130  1.05652
N  -2.98693  -1.41945  1.36010
H  -5.38015  -2.44232  1.45469
H  -6.05515  -0.93830  0.83506
H  -2.21210  -0.78183  1.45790
H  -2.87130  -2.41483  1.29057

Output
LUMO energy (alpha / beta) = -0.1 / -0.3 eV
multiplicity = 4
expectation value of S² = 3.751
orbital gap (alpha / beta) = 5.78 / 9.19 eV

***

Which one sits at the top of the stability order? two does.

***

one | Molecular formula: Cl2H4Si2
Method: DFT, wB97M-V/def2-TZVPD

Geometry (Å):
Si  1.50540  0.20445  -1.52717
Si  -2.02884  0.46425  1.05018
Cl  -4.08710  0.33042  0.77583
Cl  -1.65405  2.49751  0.65914
H  -1.50466  -0.38312  -0.07006
H  0.72703  0.82727  -2.54784
H  1.98990  1.33054  -0.82364
H  -1.49998  0.31831  2.30572

Output
LUMO energy = -1.2 eV
multiplicity = 1
orbital gap = 7.42 eV

***

two | Molecular formula: Cl2H4Si2
Method: DFT, wB97M-V/def2-TZVPD

Geometry (Å):
Si  -0.21063  -0.13596  -0.43067
Si  1.88223  -0.02617  0.52876
Cl  3.00221  1.73834  -0.12649
Cl  2.83900  -1.61778  -0.23470
H  -0.41542  -1.23373  -1.43292
H  -1.43334  0.17246  0.38901
H  -0.01135  1.05601  -1.31694
H  2.03782  0.26072  1.87528

Output
LUMO energy = 0.2 eV
multiplicity = 1
structure (SMILES) = [SiH3][SiH](Cl)Cl
orbital gap = 10.78 eV

***

Which one sits at the top of the stability order? two does.

***

one | Molecular formula: C6H12N2O
Method: DFT, wB97M-V/def2-TZVPD

Geometry (Å):
C  -1.63917  0.90885  -1.08515
C  -1.67862  -0.37691  -0.23289
C  -2.07607  -0.26007  1.20285
C  0.64624  -0.46327  -0.01218
C  1.98055  -1.10392  -0.48540
C  2.85866  -0.20923  0.26484
H  -0.74365  1.06664  -2.04833
H  -2.71483  1.14884  -1.58173
H  -1.57717  1.79506  0.01087
H  -2.34963  -1.10291  -0.80715
H  -2.10706  -1.09890  1.73776
H  -3.03653  0.27668  1.26419
H  -1.56621  0.46051  2.02681
H  2.16658  -2.20858  -0.19380
H  2.14876  -0.86686  -1.46842
H  2.73408  -0.42849  1.38964
H  3.98919  0.05206  -0.04975
H  0.28006  1.35316  -0.24194
N  -0.46014  -1.05362  -0.37515
N  0.87327  0.88793  0.60901
O  2.27170  1.22303  0.07589

Output
LUMO energy = 0.9 eV
multiplicity = 1
orbital gap = 10.13 eV

***

two | Molecular formula: C6H12N2O
Method: DFT, wB97M-V/def2-TZVPD

Geometry (Å):
C  -1.02565  0.69842  -0.84575
C  -0.18686  0.42094  -2.05327
C  -2.51268  0.64284  -1.00490
C  1.59046  -0.22312  1.24887
N  -0.44473  1.24524  0.17389
C  0.18087  -1.94769  0.38070
C  1.72542  -0.23848  2.57459
O  2.65246  -0.39226  0.39276
N  -0.85949  -1.70544  -0.08279
H  3.46597  -0.55434  0.89572
H  -1.06995  1.53728  0.91959
H  0.57538  0.59472  0.70893
H  0.98050  -2.59589  0.66737
H  0.86597  0.34753  -1.78515
H  -0.50496  -0.50383  -2.53147
H  -0.32408  1.23359  -2.77300
H  -3.03405  0.93161  -0.09377
H  -2.80932  -0.37176  -1.26105
H  -2.83095  1.29818  -1.81744
H  2.67784  -0.41126  3.07180
H  0.88783  -0.00627  3.21438

Output
LUMO energy = 0.9 eV
multiplicity = 1
orbital gap = 9.14 eV

***

Which one sits at the top of the stability order? two does.